10 unconnected molecules or ions with the total composition C27H72F6O27PS9. Source: the OMol25 dataset; level of theory: the ωB97M-V functional and the def2-TZVPD basis.

Values from the calculation:
Gap between HOMO and LUMO (alpha / beta) ... 0.3134 / 0.0624 Eh
2S+1 ... 2
Total charge ... 0
M ... 1262.41 Da
<S²> ... 0.755

XYZ file:
```
142
Properties=species:S:1:pos:R:3:forces:R:3:lowdin_charge:R:1
H 4.284 1.775 -3.163 -0.17 -0.49 -0.30 0.135
S 4.396 -5.848 2.613 0.50 1.56 -0.14 0.660
C -7.862 -1.158 0.099 0.67 0.15 -1.38 -0.028
S -7.083 0.484 -0.406 -2.75 2.82 2.97 0.815
F -0.416 0.861 1.253 -0.19 -1.50 0.79 -0.170
H -2.134 -1.133 4.544 -0.05 0.30 -0.41 0.107
C 2.231 2.548 -2.916 0.37 0.02 1.45 -0.058
H 1.696 0.615 -7.015 0.32 0.16 -0.24 0.044
H -0.990 5.860 -5.036 0.18 -0.50 0.26 0.064
O 4.753 -6.904 3.510 -0.94 0.32 -0.12 -0.280
C -4.732 -0.826 -0.975 -1.68 0.43 -1.17 -0.166
H 0.734 -5.452 -0.662 -0.07 0.13 0.00 0.104
O -0.539 6.320 0.073 0.01 -1.76 -1.33 -0.297
H -1.967 1.386 -7.462 -0.01 -0.31 0.11 0.114
H -4.233 1.472 2.561 0.47 0.14 -0.10 0.077
C 1.755 3.448 2.615 -0.44 0.40 0.57 -0.066
H -3.614 -4.634 -0.893 0.36 0.48 -0.41 0.046
H -2.035 3.904 -0.637 0.19 0.24 0.13 0.082
S 4.046 0.408 4.043 -2.19 -0.65 0.53 0.698
C -3.606 0.585 2.466 -0.94 -0.82 0.98 -0.074
H 2.113 -0.292 2.704 0.17 0.27 0.07 0.043
F 0.283 -0.951 -1.383 -0.98 0.48 0.28 -0.176
H 1.401 2.775 -3.586 -0.15 -0.44 0.19 0.072
C -2.896 1.246 -6.910 -0.96 0.61 -1.52 -0.280
C -4.224 -1.738 -1.967 0.58 -1.51 -2.27 -0.023
O -5.764 -1.073 2.689 1.69 0.02 0.10 -0.319
O 1.404 4.836 -0.124 -2.65 0.10 -1.97 -0.309
H 0.150 7.001 -4.416 -0.09 0.25 0.37 0.082
O -1.468 2.879 -3.746 -0.33 -1.62 -2.30 -0.282
H 6.901 0.431 5.386 0.64 0.01 0.53 0.083
O 0.078 5.446 -2.241 1.61 -0.31 1.46 -0.268
H -1.484 6.764 -2.156 0.16 0.22 -0.08 0.109
H 8.154 -0.750 4.739 0.22 0.39 0.46 0.090
H 5.181 -3.592 2.410 0.38 -0.06 -0.26 0.051
O -1.050 -6.511 0.403 0.39 -0.78 -0.93 -0.291
O -8.048 1.272 -1.221 3.25 -2.31 1.93 -0.249
H -5.003 -2.387 -2.368 -0.31 -0.31 0.42 0.116
S 0.042 5.162 -0.611 1.63 1.79 0.59 0.676
H -3.911 -1.286 -2.909 0.18 0.65 0.07 0.092
C -1.642 0.228 -4.013 0.33 0.66 -0.52 -0.097
O -3.352 -1.917 2.994 -1.40 0.63 -0.30 -0.306
H -1.290 -1.707 3.017 -0.18 0.39 -0.01 0.099
H -2.626 0.336 -3.556 0.27 -0.21 0.24 0.043
O -0.912 -5.335 -1.909 -2.17 -2.76 1.22 -0.257
H -8.377 -1.525 -0.788 -0.04 0.19 -0.03 0.078
F 0.934 1.106 -0.434 -0.58 -1.04 -0.55 -0.182
C 6.281 -0.869 3.925 0.48 -0.74 -0.32 -0.309
S 0.365 3.799 3.868 -1.39 -0.61 -2.80 0.729
O 4.388 -6.092 1.186 -0.12 0.41 1.21 -0.297
H 2.959 6.597 6.155 -0.91 -0.11 -0.23 0.076
H -0.667 3.446 0.479 -0.58 -0.86 0.04 0.043
C 2.494 -4.061 2.220 -1.64 0.01 0.05 -0.254
O 1.071 4.925 4.783 -3.20 1.37 -5.94 -0.239
H 1.468 2.761 1.819 -0.66 0.06 0.21 0.050
O 4.340 -0.673 -5.022 -0.65 0.40 -0.41 -0.299
C 5.495 -4.409 3.061 -1.56 -0.37 -0.40 -0.106
H -2.097 -3.933 -0.076 -0.35 0.00 0.25 0.049
H -4.046 1.836 -8.717 -0.24 -0.44 0.14 0.078
H -3.378 -2.371 -1.700 -0.06 0.28 0.63 0.100
O 2.803 1.209 -4.629 0.29 -1.76 -1.64 -0.275
S -4.497 -0.758 3.343 1.77 -1.65 1.15 0.679
H 1.173 4.718 6.602 0.51 -0.84 1.05 0.126
F -1.344 0.619 -0.761 -0.18 -0.16 -0.74 -0.184
H -0.829 -0.027 -3.333 -0.14 0.46 0.28 0.057
C 2.336 -0.295 3.771 0.66 -0.09 0.19 -0.081
O 4.889 -1.007 4.329 -0.29 1.72 -1.37 -0.262
H 2.753 -3.146 2.751 0.17 0.09 -0.23 0.097
H -1.637 -0.543 -4.783 -0.21 0.23 -0.24 0.071
H 1.684 -5.523 -2.712 0.44 0.46 -0.56 0.087
C 1.192 -4.560 -2.570 -0.14 0.30 0.61 -0.043
O 0.223 2.623 4.708 -0.09 0.79 -0.63 -0.322
H 0.676 -4.203 -3.461 -0.30 -0.43 0.02 0.079
H 1.609 0.276 4.348 0.30 0.48 -0.16 0.053
H 0.018 -3.829 -0.915 0.04 0.11 0.25 0.098
H 6.685 -1.796 3.518 -0.97 -0.35 -0.40 0.103
C -2.799 -4.760 -0.181 -0.52 -1.67 -0.90 -0.108
H 2.070 1.801 -2.138 -0.79 -0.17 -0.42 0.065
H 2.370 3.453 -2.325 0.53 0.23 -0.21 0.074
C 0.267 -4.781 -1.383 0.93 1.03 -0.37 -0.322
F -1.168 -1.254 0.467 0.45 -0.01 0.18 -0.177
H -3.447 0.246 1.442 -0.19 0.08 0.12 0.040
H 1.827 -3.710 -2.323 0.66 -0.46 0.08 0.083
H 3.605 5.360 5.077 0.76 0.43 0.10 0.074
H -1.657 -3.987 3.645 -0.08 -0.30 0.37 0.057
H 0.514 -4.205 3.122 0.04 -0.16 -0.10 0.060
C -4.130 1.891 -7.631 0.76 -0.45 0.98 -0.046
O 4.425 1.024 2.767 0.09 -0.76 2.28 -0.305
C 1.868 4.576 5.773 1.64 0.08 5.59 -0.367
S 3.736 0.463 -5.679 2.28 0.86 -2.00 0.643
H -1.803 5.214 -2.909 -0.26 0.01 -0.10 0.092
C -1.788 -3.267 4.453 -0.23 2.05 -1.48 -0.038
O 2.923 -5.167 3.041 2.17 -1.31 -0.40 -0.268
H 3.643 3.021 -4.303 0.88 -0.28 -0.32 0.120
O -6.406 1.038 0.805 -1.32 -1.47 -4.06 -0.257
C 0.958 -4.233 2.127 0.66 -0.09 -0.28 -0.045
C -2.093 -1.865 3.737 -0.15 -2.03 1.23 -0.233
H -1.619 7.318 -4.476 0.16 0.35 0.36 0.075
O 4.673 1.408 -6.342 -2.13 -1.48 1.43 -0.325
H 6.559 -4.638 3.008 -0.31 -0.20 -0.13 0.073
H -7.023 -1.822 0.309 -0.23 0.15 0.57 0.060
H -4.047 -0.003 -0.772 0.50 1.07 0.38 0.178
H 3.677 5.205 6.848 -0.13 -0.48 -0.11 0.078
C 7.136 -0.593 5.099 -0.15 0.55 0.39 -0.077
C -1.071 6.019 -2.835 -1.27 0.08 -0.20 -0.295
H 2.612 2.984 3.104 -0.26 0.06 0.58 0.040
C 2.517 -0.101 -6.957 0.14 -0.10 1.84 -0.089
H -2.532 -3.564 5.192 0.06 0.11 -0.18 0.078
H -4.818 -1.292 0.007 -0.57 0.20 0.97 0.158
S -1.816 -6.204 -0.772 -1.70 2.00 -0.65 0.691
O 4.004 1.133 5.320 0.59 -0.71 -2.28 -0.309
C 3.423 2.113 -3.742 -0.99 2.83 0.47 -0.261
C -0.971 3.689 -0.539 0.65 0.81 0.36 -0.112
H 2.910 -4.095 1.213 0.29 -0.02 0.17 0.115
H 3.027 -0.339 -7.890 0.11 0.40 0.25 0.070
C -0.843 6.589 -4.239 0.07 -0.40 -0.26 -0.051
H 0.778 -5.190 1.637 -0.14 -0.16 0.37 0.062
F 1.149 -0.907 0.652 -0.85 0.25 0.92 -0.154
H -4.919 1.298 -7.170 -0.69 0.35 -0.82 0.070
H -8.576 -0.992 0.906 0.46 0.39 0.13 0.100
H 5.166 -4.104 4.055 0.25 -0.32 0.15 0.066
H 0.460 -3.503 1.490 0.29 0.41 0.11 0.060
H 2.122 -1.014 -6.513 -0.05 -0.09 -0.15 0.056
H -2.634 0.594 2.958 -0.12 0.55 0.02 0.068
O -0.875 4.308 3.138 4.32 -1.00 2.62 -0.328
H 2.111 4.367 2.150 -0.46 0.14 0.19 0.056
H -3.214 0.215 -6.755 0.79 -0.34 -0.23 0.112
C 3.061 5.522 6.007 0.44 -0.56 -1.23 -0.043
H 2.225 -1.321 4.123 0.60 -0.02 0.14 0.050
O -2.821 1.846 -5.646 1.20 1.44 2.20 -0.283
P -0.099 -0.121 -0.014 1.69 1.62 -0.73 0.240
H 6.425 -0.097 3.170 -0.39 -0.07 -0.07 0.110
O -2.671 -7.158 -1.476 1.83 1.50 0.98 -0.288
H -4.302 2.936 -7.373 0.35 -0.03 0.15 0.078
H -3.341 -5.099 0.702 0.64 0.22 0.43 0.070
O -0.296 1.793 -5.742 -1.51 0.40 1.16 -0.292
H 6.907 -1.282 5.912 0.13 0.07 0.03 0.090
H -0.826 -3.043 4.913 0.06 -0.48 0.25 0.071
S -1.407 1.859 -4.799 0.53 -0.73 0.36 0.686
O -5.964 -0.228 -1.486 1.62 -0.58 1.08 -0.082
O -4.459 -0.722 4.801 -0.52 0.99 -1.96 -0.279
H 2.249 3.556 5.736 -0.12 -0.04 -0.08 0.115
H -0.647 2.981 -1.302 0.21 0.09 0.31 0.045
```
Forces are in eV/Å.

---

6 unconnected molecules or ions with the total composition C27H72NO5P2S. Source: the OMol25 dataset; level of theory: the ωB97M-V functional and the def2-TZVPD basis.

Values from the calculation:
Gap between HOMO and LUMO ... 0.2248 Eh
Total charge ... -1
M ... 584.89 Da

XYZ file:
```
108
Properties=species:S:1:pos:R:3:forces:R:3:lowdin_charge:R:1
H -9.761 4.528 -5.556 0.00 0.02 0.00 0.064
H -7.489 4.578 -3.490 0.00 0.00 0.01 0.121
H 2.429 1.855 0.260 -0.17 0.07 -0.02 0.078
H 3.454 -3.698 -0.393 -0.04 -0.01 -0.01 0.069
H -7.311 5.708 -8.331 0.01 -0.01 -0.01 0.074
C -2.209 2.516 -5.231 -0.01 -0.06 -0.05 -0.292
H -2.636 1.541 -4.970 -0.01 0.01 0.01 0.108
H 5.618 -3.413 -0.482 0.02 -0.08 -0.02 0.084
H 0.875 -0.524 0.736 -0.06 -0.06 -0.04 0.042
N -1.682 2.805 0.626 0.16 -0.06 -0.06 -0.299
C 7.650 -4.952 3.057 0.03 -0.05 0.04 -0.288
H -1.549 5.845 2.066 -0.06 0.07 0.04 0.089
H 2.944 0.200 0.124 0.05 0.04 -0.13 0.076
H -2.962 4.121 1.589 -0.10 -0.03 -0.06 0.101
P -1.534 0.472 2.504 -0.08 -0.16 0.21 0.175
C -3.186 2.243 -2.450 0.01 -0.13 -0.13 -0.083
H -1.278 -3.001 5.050 -0.01 0.03 -0.06 0.056
H -0.424 -6.625 5.105 -0.01 0.01 0.01 0.105
H 4.845 -4.981 -2.285 0.00 0.00 0.02 0.066
H -0.231 -4.009 4.061 0.00 0.04 -0.02 0.077
C 3.001 2.095 3.030 0.08 0.02 -0.04 -0.126
H 5.708 -3.061 2.991 0.02 -0.01 0.02 0.113
H -1.778 3.838 -2.261 0.02 -0.04 0.01 0.099
H -0.962 0.748 -0.103 -0.02 0.03 0.23 -0.020
S -1.789 -1.487 2.283 -0.15 -0.27 -0.05 -0.067
C -1.930 3.769 1.677 0.00 0.03 0.01 -0.361
C -2.232 -4.765 4.309 -0.04 0.09 -0.01 -0.280
H 6.111 -4.364 -3.352 0.01 -0.01 0.00 0.078
H -1.859 -8.001 6.619 0.00 -0.02 0.00 0.070
H -2.639 -4.231 3.452 0.02 0.01 -0.01 0.089
C 5.906 -3.238 -1.523 0.09 0.00 0.11 -0.291
H -0.944 0.737 3.762 -0.05 0.11 0.17 -0.092
H -6.450 3.690 -7.231 0.01 -0.02 0.01 0.113
H 0.474 2.285 -0.184 -0.03 -0.01 0.10 -0.020
H 8.449 -1.855 2.333 0.00 0.02 -0.01 0.081
H -9.341 3.196 -4.472 -0.01 -0.01 0.01 0.082
H -0.163 4.817 2.318 0.10 0.02 0.01 0.080
O -1.968 -6.083 3.837 -0.05 -0.02 0.00 -0.162
H -8.191 3.780 -6.999 -0.01 0.02 0.01 0.107
H -3.737 2.561 -1.565 0.00 0.02 0.02 0.067
C 1.113 0.417 1.233 -0.09 -0.04 -0.04 -0.429
C 3.122 -2.731 -0.774 0.05 -0.02 0.02 -0.072
H -6.278 6.177 -6.969 0.01 0.00 -0.01 0.082
C -0.471 5.352 0.267 -0.05 0.04 0.01 -0.128
H -2.487 1.461 -2.151 0.00 0.01 0.06 0.074
H -1.402 2.330 -5.942 0.00 0.00 -0.01 0.115
H -7.842 5.867 -4.631 -0.01 -0.01 -0.02 0.108
C -7.240 4.261 -6.742 0.02 0.01 -0.08 -0.284
H -2.530 2.296 0.415 -0.03 -0.11 -0.02 0.023
H -0.104 6.378 0.248 0.08 0.08 -0.01 0.058
H 7.106 -0.994 3.101 -0.02 0.01 -0.01 0.076
H 3.759 0.172 2.401 -0.01 -0.08 0.09 0.095
P -0.305 1.644 0.853 0.48 0.40 -0.85 0.374
H 1.121 0.191 2.303 -0.09 0.00 0.06 0.036
H -3.137 4.217 -3.324 0.01 -0.01 0.00 0.106
O 7.133 -4.188 1.987 0.01 0.01 -0.05 -0.166
H 8.501 -4.441 3.523 -0.02 0.01 0.00 0.106
C -1.415 -6.969 4.782 0.06 -0.04 0.00 -0.299
H 2.036 -2.764 -0.859 -0.02 0.03 -0.01 0.084
H 8.040 -5.856 2.588 0.01 -0.01 0.01 0.116
H 6.932 -2.868 -1.510 0.01 0.00 0.00 0.120
H -0.599 -4.488 5.728 -0.04 0.01 0.01 0.060
C 2.494 0.914 0.817 0.18 0.02 -0.04 -0.296
H 3.505 -3.193 -2.848 0.04 -0.01 0.00 0.107
H 7.061 -6.008 4.835 0.01 -0.02 0.00 0.073
C -1.003 4.997 1.647 0.06 -0.04 0.08 -0.275
H 6.536 -5.259 -1.880 0.02 0.00 0.01 0.074
H 2.742 3.051 2.575 -0.11 0.08 0.01 0.067
H -1.266 -7.903 4.238 0.01 -0.01 0.01 0.114
H 6.259 -4.451 4.658 0.02 0.00 0.01 0.067
H 2.121 1.724 3.552 -0.10 0.00 0.01 0.056
H -9.918 4.736 -3.815 0.00 0.00 0.02 0.075
C -1.009 -4.031 4.823 0.09 -0.10 0.08 -0.109
C 7.573 -1.970 2.972 0.05 -0.07 0.02 -0.074
H 3.381 -1.967 -0.040 -0.03 0.00 0.01 0.065
C -2.298 -7.220 5.995 -0.03 0.04 -0.01 -0.088
C 6.619 -5.323 4.111 -0.03 0.04 -0.02 -0.080
H -8.037 6.288 -6.836 -0.02 -0.01 -0.01 0.065
H -3.636 2.929 -6.793 0.03 -0.02 -0.02 0.070
H 0.344 4.688 -0.015 -0.01 -0.08 -0.07 0.052
C 5.841 -4.537 -2.309 -0.07 0.04 -0.05 -0.077
O -6.972 4.131 -5.360 0.05 -0.04 0.02 -0.167
C -9.308 4.279 -4.595 0.02 -0.02 -0.05 -0.081
H -3.014 -4.790 5.077 0.01 -0.02 0.00 0.106
H -1.246 5.248 -0.490 -0.06 0.04 -0.06 0.050
C -7.877 4.780 -4.488 -0.02 0.03 0.06 -0.280
H 3.328 -1.476 -2.510 -0.02 0.01 0.01 0.119
C -3.273 3.393 -5.874 -0.05 0.06 0.06 -0.086
H -2.778 1.112 2.708 -0.10 0.00 0.19 -0.099
O 5.144 -2.182 -2.070 0.02 0.00 -0.11 -0.160
H -1.846 3.319 2.678 -0.02 -0.01 0.12 0.067
H -4.132 3.541 -5.219 -0.03 -0.02 -0.03 0.055
C -2.435 3.427 -3.026 -0.02 0.07 0.08 -0.269
H -2.408 -6.327 6.611 0.02 0.00 0.00 0.064
C 3.742 -2.406 -2.122 -0.08 0.01 0.05 -0.271
C 3.486 1.132 1.956 0.09 0.10 0.00 -0.286
C 6.580 -2.930 2.341 -0.07 0.09 -0.01 -0.276
H 6.214 -2.513 1.404 -0.01 0.02 0.00 0.103
H 0.205 2.527 1.906 -0.07 -0.06 0.09 -0.002
O -1.579 3.102 -4.114 0.01 0.04 -0.01 -0.155
H 5.761 -5.810 3.648 0.00 -0.01 0.00 0.082
H 3.781 2.279 3.768 0.05 -0.01 0.10 0.059
C -7.217 5.695 -7.244 -0.01 0.02 0.06 -0.079
H -3.903 1.818 -3.157 -0.02 0.05 0.01 0.064
H -3.292 -7.541 5.681 -0.01 -0.01 0.00 0.078
H 7.909 -2.308 3.954 -0.02 0.01 0.01 0.065
H -2.861 4.375 -6.117 0.01 0.00 -0.03 0.080
H 4.399 1.556 1.529 0.14 -0.12 -0.03 0.096
```
Forces are in eV/Å.